No. 1
{
  "formula": "C24H46BrN4O5",
  "method": "ωB97M-V/def2-TZVPD",
  "homo_energy_ev": -10.75,
  "fmax_ha_per_bohr": 0.181,
  "charge": 1,
  "gap_ev": 7.8,
  "symbols": ["C", "C", "O", "C", "C", "N", "C", "C", "N", "C", "C", "O", "C", "C", "C", "C", "C", "C", "C", "C", "O", "Br", "H", "H", "H", "H", "H", "H", "H", "H", "H", "H", "H", "H", "H", "H", "H", "H", "H", "H", "H", "H", "H", "H", "H", "H", "C", "C", "C", "O", "C", "N", "H", "H", "H", "H", "H", "H", "H", "H", "H", "H", "H", "C", "C", "C", "O", "C", "N", "H", "H", "H", "H", "H", "H", "H", "H", "H", "H", "H"],
  "xyz": [[0.3286, -4.0697, 1.5308], [-0.5052, -3.2251, 2.6935], [-1.3251, -2.1246, 2.0878], [-2.6344, -2.7591, 1.8640], [-3.7015, -1.8604, 0.9989], [-3.5327, -0.3569, 1.2098], [-4.5792, 0.4843, 0.5131], [-5.3910, -0.3568, -0.6362], [-4.5440, -1.2994, -1.4622], [-3.7543, -2.2769, -0.6203], [-2.1927, -2.3568, -1.2138], [-1.5619, -1.0282, -1.1775], [-0.1000, -1.1040, -1.0316], [0.5490, -0.1979, 0.2154], [2.1646, -0.1325, 0.4872], [3.1977, -0.9732, -0.4903], [2.5580, -1.9002, -1.6912], [0.9329, -1.9707, -1.9698], [-4.3147, -3.8253, -0.6546], [-4.8710, -4.3218, -2.1143], [-4.6258, -3.7573, -3.2993], [-6.0129, -6.0086, -2.1005], [1.3321, -4.5341, 1.9165], [-0.4128, -4.9381, 1.1830], [0.4361, -3.3494, 0.6146], [0.2813, -2.8201, 3.4792], [-1.2328, -3.9304, 3.3135], [-2.4519, -3.8411, 1.4573], [-3.1217, -2.8969, 2.9450], [-4.7805, -2.1172, 1.4405], [-2.5681, -0.0086, 1.0042], [-3.6765, -0.2039, 2.2531], [-4.1535, 1.4630, -0.0024], [-5.3718, 0.8802, 1.3129], [-6.2260, -1.0246, -0.1160], [-5.9379, 0.4177, -1.3534], [-3.9628, -0.8100, -2.1773], [-2.3039, -2.6539, -2.3647], [-1.5465, -3.1798, -0.6728], [-0.2019, 0.4090, 0.9122], [2.5931, 0.5492, 1.3597], [4.3593, -0.8816, -0.2955], [3.2962, -2.4967, -2.3899], [0.4998, -2.6410, -2.8423], [-5.0696, -3.9486, 0.2327], [-3.3796, -4.5181, -0.3982], [1.5078, 4.2328, 4.2898], [0.3709, 3.2327, 4.4891], [0.2731, 2.1752, 3.3663], [-0.3019, 2.6582, 2.1492], [0.6010, 3.3730, 1.3189], [-0.8921, 3.9713, 4.6450], [1.2762, 4.9918, 3.5376], [1.7120, 4.7671, 5.2247], [2.4299, 3.7240, 3.9900], [0.5732, 2.6996, 5.4253], [-0.3993, 1.3797, 3.7125], [1.2415, 1.6982, 3.1755], [1.6167, 2.9713, 1.3698], [0.5924, 4.4311, 1.5841], [0.2484, 3.2920, 0.2862], [-1.6312, 3.3063, 4.8791], [-1.1608, 4.3128, 3.7172], [5.1796, 3.6315, -3.5422], [5.0685, 2.4420, -2.5909], [5.2743, 1.0752, -3.2826], [4.1533, 0.6273, -4.0495], [4.0618, 1.2040, -5.3435], [3.7722, 2.5052, -1.8978], [4.2877, 3.7632, -4.1607], [5.3103, 4.5604, -2.9752], [6.0437, 3.5237, -4.2061], [5.8621, 2.5540, -1.8431], [5.4133, 0.3200, -2.4983], [6.1883, 1.0625, -3.8876], [5.0448, 1.3809, -5.7884], [3.4880, 2.1307, -5.2983], [3.5113, 0.5099, -5.9857], [3.7448, 1.7683, -1.1910], [3.0538, 2.2202, -2.5703]],
  "atomic_forces_ev_per_a": [[-1.95, 0.01, -0.09], [1.40, -0.88, 0.79], [-0.96, -2.24, 0.20], [-0.44, 0.12, 1.55], [-0.84, -2.11, -0.78], [0.16, 0.10, 1.52], [-2.51, 1.92, -1.34], [-0.70, -0.35, -0.02], [0.30, 0.63, 1.75], [1.89, -0.02, -0.20], [-0.91, -0.82, -1.25], [2.44, -1.58, 0.79], [4.45, 0.50, 1.26], [2.07, -1.79, -2.06], [-1.63, -2.11, -3.25], [-4.51, -0.18, -0.50], [-1.95, 2.32, 2.39], [0.84, 2.15, 2.73], [0.70, -0.01, 0.13], [1.20, 3.04, -5.66], [-1.39, -3.71, 8.40], [1.22, 1.76, 0.23], [-2.05, 1.08, -0.78], [1.86, 1.61, 0.63], [0.29, -1.35, 1.82], [-1.86, -0.26, -1.81], [1.58, 1.41, -1.32], [-0.77, 2.17, 0.30], [0.84, 0.20, -2.22], [2.37, 0.67, -0.90], [-0.64, -0.69, -0.13], [0.53, -0.18, -1.53], [-0.29, -2.32, 1.31], [1.84, -1.03, -1.64], [1.69, 1.56, -1.08], [1.25, -1.73, 1.66], [-0.55, -0.61, 1.05], [0.16, 0.41, 2.48], [-1.29, 1.81, -0.88], [1.93, -1.35, -1.65], [-1.10, -1.68, -2.09], [-2.73, -0.38, -0.57], [-1.83, 1.36, 1.56], [1.11, 1.58, 2.02], [1.05, -0.13, -2.10], [-2.14, 1.24, -0.69], [0.24, 0.11, 0.16], [-0.04, 0.28, -0.37], [-0.33, 0.02, 0.21], [0.24, -0.49, 0.30], [-0.28, 0.24, -0.32], [-0.17, -0.44, -0.31], [-0.04, -0.15, 0.06], [-0.11, -0.12, -0.18], [-0.08, 0.06, 0.01], [-0.11, -0.07, -0.12], [-0.02, 0.10, -0.08], [0.10, 0.13, -0.08], [-0.03, 0.05, 0.07], [0.24, 0.00, -0.02], [0.04, -0.10, 0.15], [0.13, 0.20, 0.13], [0.14, 0.05, 0.32], [0.18, 0.27, 0.00], [-0.32, 0.00, -0.37], [-0.22, -0.11, 0.26], [0.60, 0.13, 0.10], [-0.37, -0.19, 0.03], [0.00, -0.39, 0.03], [0.08, -0.12, 0.10], [-0.06, -0.20, -0.06], [-0.10, 0.01, 0.05], [-0.06, -0.15, -0.02], [-0.14, 0.04, -0.11], [-0.05, 0.12, -0.12], [0.00, 0.07, 0.07], [0.14, 0.13, -0.17], [0.11, 0.00, 0.15], [-0.03, 0.19, -0.11], [0.20, 0.15, 0.19]]
}


No. 2
{
  "formula": "C42H99Cl2F3N3O11",
  "method": "ωB97M-V/def2-TZVPD",
  "homo_energy_ev": -10.52,
  "fmax_ha_per_bohr": 0.014,
  "charge": 1,
  "e_above_lowest_ev": 0.000,
  "gap_ev": 8.3,
  "symbols": ["C", "C", "C", "F", "C", "C", "C", "C", "C", "F", "N", "C", "F", "C", "C", "C", "C", "Cl", "C", "C", "Cl", "N", "C", "C", "C", "C", "C", "N", "H", "H", "H", "H", "H", "H", "H", "H", "H", "H", "H", "H", "H", "H", "H", "H", "H", "H", "H", "H", "H", "H", "H", "H", "H", "H", "H", "H", "H", "H", "H", "H", "H", "C", "C", "O", "H", "H", "H", "H", "H", "H", "C", "C", "O", "H", "H", "H", "H", "H", "H", "C", "C", "O", "H", "H", "H", "H", "H", "H", "C", "C", "O", "H", "H", "H", "H", "H", "H", "C", "C", "O", "H", "H", "H", "H", "H", "H", "C", "C", "O", "H", "H", "H", "H", "H", "H", "C", "C", "O", "H", "H", "H", "H", "H", "H", "C", "C", "O", "H", "H", "H", "H", "H", "H", "C", "C", "O", "H", "H", "H", "H", "H", "H", "C", "C", "O", "H", "H", "H", "H", "H", "H", "C", "C", "O", "H", "H", "H", "H", "H", "H"],
  "xyz": [[-4.1254, -2.5362, 3.1368], [-3.5398, -3.0107, 1.7882], [-4.4891, -2.7524, 0.6370], [-4.1031, -3.5429, -0.4663], [-4.6965, -1.3574, 0.0904], [-5.7287, -1.0408, -0.7808], [-6.7961, -1.9819, -1.2650], [-7.8782, -2.2934, -0.2026], [-9.2510, -1.7384, -0.5747], [-9.4946, -1.9163, -1.9390], [-5.5512, 0.2962, -1.1072], [-6.3387, 1.1627, -2.0130], [-7.6007, 0.6187, -2.0697], [-5.7184, 1.2649, -3.3889], [-5.9075, 0.0128, -4.2496], [-4.4807, 0.7594, -0.4566], [-3.9672, 2.1382, -0.5283], [-2.6109, 2.3932, -1.5763], [-4.4624, 3.1482, 0.1897], [-3.9644, 4.5605, 0.1533], [-5.7676, 2.8038, 1.2670], [-3.9367, -0.2152, 0.2623], [-2.7150, -0.0075, 1.0467], [-1.4560, -0.4260, 0.2799], [-0.2490, 0.4174, 0.6881], [1.0713, 0.1919, -0.1150], [1.0221, -0.6840, -1.3697], [0.8824, -2.0943, -1.0175], [-5.0043, -1.8976, 2.9883], [-4.4087, -3.3767, 3.7686], [-3.3930, -1.9543, 3.7022], [-3.4097, -4.0959, 1.8007], [-2.5526, -2.5923, 1.6039], [-5.4800, -3.1120, 0.9428], [-6.2826, -2.9045, -1.5494], [-7.2756, -1.6088, -2.1646], [-7.6046, -1.8335, 0.7550], [-7.9408, -3.3710, -0.0256], [-9.3291, -0.6686, -0.3614], [-10.0395, -2.2608, -0.0279], [-6.4304, 2.1378, -1.5235], [-4.6478, 1.4585, -3.2484], [-6.1345, 2.1600, -3.8623], [-5.0593, -0.1286, -4.9203], [-5.9581, -0.8747, -3.6101], [-6.8288, 0.0526, -4.8315], [-4.0520, 4.9710, -0.8582], [-4.5571, 5.1916, 0.8155], [-2.9134, 4.6041, 0.4488], [-2.6800, 1.0625, 1.2818], [-2.8380, -0.5348, 1.9912], [-1.6636, -0.2805, -0.7873], [-1.2361, -1.4808, 0.4237], [-0.0399, 0.2246, 1.7487], [-0.5308, 1.4770, 0.6344], [1.4603, 1.1740, -0.4051], [1.8302, -0.2368, 0.5500], [0.1813, -0.3966, -2.0091], [1.9298, -0.4892, -1.9566], [1.6754, -2.3548, -0.4437], [0.8926, -2.6723, -1.8490], [4.1218, -2.2901, -3.9950], [4.7931, -1.9132, -2.6910], [4.0065, -2.2929, -1.5522], [3.1377, -1.8221, -4.0709], [4.7250, -1.9768, -4.8434], [3.9830, -3.3713, -4.0699], [4.9269, -0.8387, -2.6063], [5.7824, -2.3727, -2.6183], [3.8926, -3.2491, -1.5892], [5.2170, -4.7828, 1.7304], [5.7739, -3.3934, 1.9831], [5.9588, -2.6552, 0.7854], [5.8756, -5.3387, 1.0625], [5.1128, -5.3414, 2.6618], [4.2309, -4.7232, 1.2616], [6.7586, -3.4574, 2.4453], [5.1205, -2.8461, 2.6732], [5.1060, -2.5674, 0.3391], [-0.8896, 4.8391, 3.6012], [-1.1515, 3.6790, 2.6636], [-0.3326, 3.7047, 1.4974], [-1.0181, 5.7893, 3.0844], [-1.5620, 4.8208, 4.4578], [0.1342, 4.8074, 3.9783], [-2.1756, 3.7187, 2.2869], [-1.0353, 2.7238, 3.1906], [0.5890, 3.6696, 1.7746], [7.4043, 2.6267, -0.8917], [6.3222, 1.6645, -1.3324], [6.8539, 0.3776, -1.6272], [8.1763, 2.7050, -1.6584], [7.0149, 3.6255, -0.6888], [7.8749, 2.2446, 0.0147], [5.8384, 2.0010, -2.2511], [5.5499, 1.5862, -0.5569], [7.3067, 0.0613, -0.8356], [11.6113, 1.5388, 0.5395], [10.3363, 1.3285, 1.3319], [9.4551, 0.3973, 0.7085], [11.3782, 1.8823, -0.4685], [12.2517, 2.2784, 1.0215], [12.1752, 0.6066, 0.4583], [9.7727, 2.2586, 1.4006], [10.5670, 1.0036, 2.3518], [9.9105, -0.4480, 0.6408], [-3.1065, -3.2276, -3.7940], [-1.7807, -3.9052, -3.5108], [-1.0724, -3.2638, -2.4537], [-2.9400, -2.1765, -4.0385], [-3.6275, -3.7026, -4.6257], [-3.7537, -3.2714, -2.9135], [-1.1251, -3.8465, -4.3784], [-1.9331, -4.9637, -3.2787], [-1.6105, -3.3066, -1.6539], [-6.3822, -6.9047, -0.1603], [-7.3409, -6.8330, 1.0130], [-8.4781, -6.0161, 0.7438], [-6.0433, -5.9052, -0.4402], [-5.5091, -7.5099, 0.0862], [-6.8670, -7.3532, -1.0302], [-6.8568, -6.3754, 1.8757], [-7.6601, -7.8371, 1.3080], [-8.9561, -6.4025, 0.0027], [-3.5204, -0.3653, 7.0123], [-4.4026, -1.5574, 6.6949], [-3.6532, -2.7139, 6.3328], [-2.8799, -0.1268, 6.1616], [-4.1219, 0.5117, 7.2541], [-2.8763, -0.5772, 7.8682], [-5.0374, -1.3453, 5.8339], [-5.0594, -1.7815, 7.5410], [-3.0916, -2.9515, 7.0778], [5.7823, 6.9003, -3.4035], [5.9024, 5.9177, -2.2546], [7.0254, 6.1842, -1.4216], [6.6898, 6.8872, -4.0070], [4.9337, 6.6543, -4.0431], [5.6403, 7.9170, -3.0299], [6.0574, 4.9068, -2.6312], [4.9845, 5.9142, -1.6552], [6.9267, 7.0684, -1.0548], [8.6121, -2.0985, -6.4327], [7.3838, -2.3622, -5.5836], [6.5212, -3.3433, -6.1589], [8.3205, -1.7712, -7.4309], [9.2380, -1.3283, -5.9806], [9.2138, -3.0045, -6.5363], [6.7909, -1.4537, -5.4886], [7.6791, -2.6713, -4.5751], [7.0302, -4.1563, -6.2377], [0.0030, 9.4441, 6.3862], [-1.0187, 8.3467, 6.1645], [-0.4335, 7.1454, 5.6629], [0.5327, 9.6638, 5.4592], [-0.4773, 10.3574, 6.7385], [0.7398, 9.1420, 7.1340], [-1.7462, 8.6469, 5.4111], [-1.5647, 8.1414, 7.0912], [0.2114, 6.8422, 6.3103]],
  "atomic_forces_ev_per_a": [[0.20, 0.19, -0.17], [-0.13, -0.09, 0.18], [-0.11, 0.12, -0.13], [0.09, 0.04, 0.15], [-0.58, -0.02, -0.36], [0.57, -0.10, 0.41], [0.15, -0.02, 0.05], [-0.07, 0.09, 0.12], [0.01, -0.03, 0.05], [0.01, -0.04, 0.20], [-0.19, -0.40, 0.08], [-0.35, -0.07, 0.02], [0.19, 0.23, 0.02], [0.18, 0.12, -0.14], [0.00, -0.16, 0.25], [0.32, 0.49, -0.01], [-0.04, -0.03, 0.06], [-0.04, 0.00, 0.01], [0.22, 0.11, -0.09], [-0.22, 0.11, -0.05], [-0.11, -0.03, 0.04], [-0.32, -0.15, -0.07], [0.36, 0.09, 0.29], [-0.05, 0.15, -0.26], [0.19, -0.02, 0.10], [-0.10, 0.07, 0.04], [0.00, 0.07, 0.04], [-0.02, 0.24, 0.41], [0.05, -0.07, 0.04], [-0.06, 0.10, -0.04], [-0.10, -0.12, 0.00], [0.01, 0.10, 0.01], [-0.03, -0.01, -0.10], [0.10, -0.04, -0.17], [-0.07, 0.09, 0.04], [0.07, -0.01, 0.05], [-0.04, -0.13, -0.05], [-0.04, 0.09, -0.13], [0.06, -0.05, -0.16], [0.07, 0.04, -0.05], [0.11, -0.18, -0.05], [-0.19, 0.07, 0.03], [0.03, -0.17, -0.02], [-0.15, 0.09, -0.03], [0.07, 0.04, -0.21], [0.09, -0.01, 0.07], [0.09, -0.14, 0.08], [0.11, -0.11, 0.00], [-0.04, -0.01, -0.09], [-0.02, -0.17, -0.08], [0.03, 0.05, -0.05], [0.10, -0.10, 0.11], [-0.03, -0.11, -0.11], [-0.06, 0.05, -0.07], [0.06, -0.19, -0.07], [-0.04, -0.08, 0.03], [-0.07, 0.02, -0.07], [-0.04, -0.04, 0.01], [0.01, 0.02, 0.09], [0.14, -0.02, -0.12], [-0.10, 0.02, 0.14], [-0.21, 0.00, 0.14], [0.02, -0.04, -0.06], [-0.04, -0.16, 0.19], [0.02, 0.04, 0.01], [-0.01, -0.04, -0.04], [0.06, -0.01, -0.03], [0.05, 0.00, 0.02], [0.03, 0.07, 0.00], [-0.02, 0.00, -0.08], [0.02, 0.01, -0.07], [-0.02, 0.04, -0.04], [-0.06, -0.08, 0.07], [0.00, -0.01, 0.01], [0.00, 0.01, 0.01], [-0.01, -0.01, 0.02], [0.00, -0.01, 0.03], [0.02, 0.00, 0.03], [0.09, 0.15, -0.20], [0.06, -0.02, -0.16], [-0.02, -0.03, 0.04], [-0.06, 0.04, 0.03], [-0.02, 0.01, 0.02], [0.00, -0.02, 0.01], [-0.01, 0.00, 0.04], [-0.05, -0.03, 0.07], [0.01, -0.02, -0.02], [0.01, 0.05, -0.02], [0.06, 0.05, 0.00], [0.08, -0.09, 0.04], [-0.07, 0.03, 0.05], [-0.01, 0.02, -0.01], [-0.03, -0.01, -0.01], [0.01, 0.04, 0.02], [0.00, 0.02, 0.00], [-0.04, 0.00, -0.03], [0.06, 0.00, -0.02], [-0.05, -0.04, -0.07], [0.01, -0.01, -0.01], [0.00, -0.06, 0.00], [0.00, 0.01, 0.01], [0.00, 0.00, 0.02], [0.02, 0.01, 0.02], [0.01, 0.01, 0.02], [-0.01, 0.02, 0.01], [-0.02, 0.00, -0.01], [-0.05, 0.12, 0.04], [-0.05, 0.02, 0.12], [-0.35, -0.17, -0.33], [-0.01, 0.00, -0.04], [0.00, -0.02, -0.02], [0.01, -0.04, -0.04], [0.01, -0.01, -0.02], [0.00, -0.02, -0.02], [0.15, 0.01, -0.01], [-0.06, 0.08, -0.02], [-0.01, -0.01, -0.01], [0.08, 0.09, -0.09], [0.02, 0.00, 0.00], [0.00, -0.01, 0.01], [0.02, -0.02, 0.00], [0.00, -0.02, 0.03], [0.01, 0.00, 0.02], [-0.03, 0.00, 0.03], [0.06, -0.05, -0.05], [0.00, -0.02, 0.02], [0.04, 0.07, 0.03], [-0.01, 0.01, 0.00], [-0.02, 0.00, 0.01], [-0.01, 0.01, 0.02], [-0.03, 0.01, 0.01], [-0.02, 0.01, -0.01], [-0.01, -0.04, -0.02], [0.09, 0.02, 0.03], [0.01, 0.04, 0.04], [-0.03, 0.00, -0.02], [-0.01, -0.01, -0.01], [-0.01, -0.01, 0.01], [-0.03, 0.00, -0.01], [-0.02, -0.02, 0.00], [-0.03, -0.03, -0.03], [0.02, 0.00, -0.01], [-0.05, -0.04, -0.07], [0.09, -0.08, 0.01], [0.12, 0.09, 0.05], [0.01, 0.01, 0.00], [0.00, 0.00, 0.02], [0.02, 0.01, 0.02], [-0.03, 0.00, 0.00], [-0.01, 0.06, 0.02], [-0.07, -0.03, -0.05], [0.06, -0.06, -0.06], [0.00, 0.00, 0.00], [0.01, 0.04, 0.09], [-0.01, 0.01, 0.00], [-0.02, 0.00, 0.01], [-0.01, 0.02, 0.02], [-0.02, 0.01, 0.01], [-0.02, 0.00, -0.01], [0.01, 0.00, -0.03]]
}


Which formula does entry 1 have? C24H46BrN4O5